i:
Here is one molecule with the formula C6H11N from OMol25. Energies are from ωB97M-V/def2-TZVPD.

Each line ends with the Löwdin charge.
Atoms and positions in Å:
C: -1.714 1.776 0.741  0.022
C: -0.428 1.685 0.162  -0.087
C: 0.435 0.442 0.396  -0.357
N: 1.741 0.761 0.946  -0.010
C: 0.169 -0.694 -0.204  -0.294
C: 1.227 -1.783 -0.468  -0.074
C: -1.213 -1.046 -0.739  -0.072
H: -2.315 2.679 0.799  0.045
H: -2.174 0.868 0.784  -0.010
H: 0.175 2.386 -0.536  0.125
H: 2.184 1.729 0.646  0.109
H: 2.149 0.704 2.008  0.147
H: 1.212 -2.104 -1.568  0.090
H: 2.198 -1.247 -0.336  0.057
H: 1.329 -2.725 0.180  0.092
H: -1.662 -1.982 -0.468  0.065
H: -1.202 -1.042 -1.850  0.089
H: -2.108 -0.407 -0.494  0.063

Results
SMILES string   C=CC(N)=C(C)C
HOMO energy   -8.36 eV
M   97.161 u
Lowest unoccupied orbital energy   1.0 eV
Orbital gap   9.39 eV
Net charge   0

=====

ii:
Here is one molecule with the formula C6H11N from OMol25. Energies are from ωB97M-V/def2-TZVPD.

Each line ends with the Löwdin charge.
Atoms and positions in Å:
C: -0.627 0.812 1.665  -0.078
C: 0.091 -0.107 0.675  -0.391
C: -0.659 -1.437 0.493  -0.072
C: 0.316 0.641 -0.676  -0.337
C: 1.549 0.167 -1.456  -0.058
C: -0.898 0.454 -1.481  -0.214
N: -1.877 0.121 -1.999  0.163
H: -0.068 1.743 1.813  0.077
H: -0.727 0.334 2.645  0.079
H: -1.631 1.071 1.311  0.089
H: 1.095 -0.316 1.071  0.134
H: -1.511 -1.334 -0.192  0.058
H: -1.060 -1.786 1.449  0.078
H: -0.010 -2.223 0.091  0.080
H: 0.433 1.712 -0.467  0.139
H: 1.650 0.703 -2.405  0.084
H: 2.452 0.349 -0.863  0.083
H: 1.481 -0.904 -1.674  0.086

Results
SMILES string   CC(C)[C@@H](C)C#N
HOMO energy   -11.33 eV
M   97.161 u
Lowest unoccupied orbital energy   0.9 eV
Orbital gap   12.28 eV
Net charge   0

=====

iii:
Here is one molecule with the formula C6H11N from OMol25. Energies are from ωB97M-V/def2-TZVPD.

Each line ends with the Löwdin charge.
Atoms and positions in Å:
C: 2.148 -0.076 0.233  0.053
C: 1.024 0.554 -0.128  -0.365
C: 0.143 -0.105 -1.125  -0.102
C: -0.946 -0.811 -0.791  -0.139
C: -1.996 -1.182 -1.842  -0.107
N: 0.351 1.510 0.741  -0.070
C: 0.150 1.019 2.148  -0.111
H: 2.347 -1.046 -0.198  0.062
H: 2.880 0.230 0.980  0.061
H: 0.291 0.157 -2.183  0.115
H: -1.041 -1.227 0.206  0.093
H: -2.758 -1.782 -1.377  0.052
H: -1.624 -1.763 -2.688  0.065
H: -2.375 -0.257 -2.369  0.091
H: 1.064 2.230 0.874  0.094
H: 1.106 0.783 2.654  0.069
H: -0.364 1.696 2.831  0.070
H: -0.399 0.070 2.034  0.068

Results
SMILES string   C=C(/C=C/C)NC
HOMO energy   -9.07 eV
M   97.161 u
Lowest unoccupied orbital energy   1.1 eV
Orbital gap   10.18 eV
Net charge   0

=====

iv:
Here is one molecule with the formula C6H11N from OMol25. Energies are from ωB97M-V/def2-TZVPD.

Each line ends with the Löwdin charge.
Atoms and positions in Å:
C: -2.459 -0.266 -0.984  -0.117
C: -1.403 0.186 0.021  -0.272
C: 0.026 -0.097 -0.450  -0.198
C: 1.056 -0.114 0.692  -0.377
C: 2.495 -0.278 0.186  -0.067
C: 0.943 1.099 1.520  -0.210
N: 0.850 2.054 2.166  0.155
H: -3.466 -0.014 -0.637  0.071
H: -2.314 0.209 -1.962  0.074
H: -2.417 -1.352 -1.131  0.073
H: -1.509 1.258 0.224  0.110
H: -1.576 -0.322 0.979  0.113
H: 0.074 -1.080 -0.939  0.120
H: 0.330 0.642 -1.203  0.127
H: 0.812 -0.958 1.351  0.146
H: 2.568 -1.177 -0.434  0.082
H: 2.792 0.585 -0.418  0.087
H: 3.199 -0.374 1.018  0.084

Results
SMILES string   CCC[C@@H](C)C#N
HOMO energy   -11.35 eV
M   97.161 u
Lowest unoccupied orbital energy   0.9 eV
Orbital gap   12.27 eV
Net charge   0

=====

Stability, highest: iv

=====

i:
Here is C6H11N as an isolated structure from OMol25. Energies are from ωB97M-V/def2-TZVPD.

Each line ends with the Löwdin charge.
Atoms and positions in Å:
C: 1.834 0.007 -0.087  -0.126
C: 0.856 -1.251 0.198  -0.172
C: -0.406 -0.702 -0.422  -0.246
C: -1.953 -0.651 0.088  -0.160
C: -0.516 0.670 0.218  -0.389
C: 0.813 1.399 -0.040  -0.089
H: 2.605 0.212 0.786  0.114
H: 2.470 -0.078 -0.950  0.066
H: 1.289 -2.018 -0.552  0.121
H: 0.657 -1.557 1.234  0.111
H: -0.212 -0.688 -1.578  0.173
H: -2.118 -0.918 1.102  0.093
H: -2.809 -1.103 -0.445  0.107
H: -2.143 1.308 -0.856  0.085
H: -0.455 0.526 1.268  0.117
H: 1.241 1.975 0.930  0.127
H: 0.851 2.071 -0.883  0.072
N: -2.003 0.798 -0.011  -0.005

Results
HOMO energy   -8.79 eV
M   97.161 u
Lowest unoccupied orbital energy   1.2 eV
Orbital gap   10.01 eV
Net charge   0

=====

ii:
Here is one molecule with the formula C6H11N from OMol25. Energies are from ωB97M-V/def2-TZVPD.

Each line ends with the Löwdin charge.
Atoms and positions in Å:
C: -0.913 1.258 -1.151  -0.063
C: -0.081 -0.076 -0.745  -0.344
C: 1.404 -0.024 -1.253  -0.081
C: -0.157 -0.239 0.798  -0.478
C: -1.196 -1.120 1.432  -0.042
C: 1.113 0.034 1.454  -0.138
N: 0.387 1.063 1.418  0.185
H: -0.576 2.172 -0.680  0.046
H: -2.045 1.132 -0.953  0.091
H: -0.692 1.339 -2.263  0.077
H: -0.559 -0.993 -1.036  0.107
H: 1.980 0.855 -1.031  0.058
H: 1.595 -0.447 -2.295  0.091
H: 1.934 -0.780 -0.500  0.096
H: -0.874 -1.321 2.532  0.107
H: -1.217 -2.071 0.923  0.065
H: -2.194 -0.561 1.486  0.102
H: 2.091 -0.223 1.863  0.120

Results
SMILES string   CC(C)[C@@]1(C)C=N1
HOMO energy   -9.44 eV
M   97.161 u
Lowest unoccupied orbital energy   1.0 eV
Orbital gap   10.48 eV
Net charge   0

=====

Stability, highest: ii

=====

i:
Here is one molecule with the formula C6H11N from OMol25. Energies are from ωB97M-V/def2-TZVPD.

Each line ends with the Löwdin charge.
Atoms and positions in Å:
C: 2.296 -0.699 0.848  -0.116
C: 1.083 -0.989 -0.032  -0.257
C: 0.341 0.264 -0.549  -0.173
C: -1.048 0.523 0.089  -0.361
C: -1.920 1.450 -0.771  -0.070
C: -1.731 -0.760 0.316  -0.217
N: -2.181 -1.810 0.496  0.158
H: 2.652 -1.622 1.318  0.071
H: 3.125 -0.278 0.268  0.071
H: 2.051 0.008 1.649  0.073
H: 1.395 -1.595 -0.890  0.108
H: 0.390 -1.627 0.526  0.083
H: 0.947 1.165 -0.383  0.117
H: 0.193 0.191 -1.633  0.113
H: -0.914 0.979 1.079  0.146
H: -1.427 2.418 -0.902  0.083
H: -2.082 1.011 -1.761  0.086
H: -2.898 1.621 -0.310  0.083

Results
SMILES string   CCC[C@@H](C)C#N
HOMO energy   -11.28 eV
M   97.161 u
Lowest unoccupied orbital energy   0.9 eV
Orbital gap   12.23 eV
Net charge   0

=====

ii:
Here is one molecule with the formula C6H11N from OMol25. Energies are from ωB97M-V/def2-TZVPD.

Each line ends with the Löwdin charge.
Atoms and positions in Å:
C: 0.166 -0.466 0.484  -0.397
C: 0.444 0.695 1.405  -0.075
C: 1.194 -1.570 0.516  -0.067
C: -0.003 1.319 -1.473  -0.036
N: -0.138 -0.066 -0.952  -0.088
C: -1.514 -0.475 -0.217  -0.221
C: -2.732 -0.470 -0.222  0.017
H: 0.325 -0.723 -1.573  0.142
H: 1.411 1.174 1.192  0.078
H: -0.340 1.454 1.381  0.075
H: 0.471 0.320 2.432  0.084
H: 0.937 -2.389 -0.162  0.076
H: 1.229 -2.000 1.522  0.082
H: 2.199 -1.204 0.253  0.083
H: -0.371 1.344 -2.495  0.089
H: -0.621 1.979 -0.868  0.085
H: 1.040 1.642 -1.433  0.088
H: -3.697 -0.566 0.209  -0.014

Results
HOMO energy   -6.25 eV
M   97.161 u
Lowest unoccupied orbital energy   0.8 eV
Orbital gap   7.04 eV
Net charge   0

=====

Stability, highest: i

=====

i:
Here is an isolated ion of composition C4H11N2 and charge +1 from OMol25. Energies are from ωB97M-V/def2-TZVPD.

Each line ends with the Löwdin charge.
Atoms and positions in Å:
C: 2.459 -0.745 -0.027  0.032
N: 1.335 0.067 0.574  0.056
C: 0.457 0.891 -0.472  -0.146
C: -0.957 1.027 -0.154  -0.145
C: -1.814 -0.072 -0.010  -0.142
N: -3.178 -0.477 0.195  0.050
H: 3.069 -1.009 0.794  0.094
H: 2.102 -1.600 -0.439  0.070
H: 3.044 -0.239 -0.736  0.097
H: 0.736 -0.466 1.182  0.155
H: 1.647 0.949 0.988  0.168
H: 0.918 1.909 -0.724  0.164
H: 0.266 0.334 -1.409  0.132
H: -1.384 1.939 -0.056  0.062
H: -1.357 -1.155 -0.152  0.139
H: -3.453 -1.468 -0.103  0.137
H: -3.891 0.116 0.549  0.076

Results
SMILES string   C[NH2+]C/C=C/N
HOMO energy   -12.25 eV
M   87.146 u
Lowest unoccupied orbital energy   -3.1 eV
Orbital gap   9.13 eV
Net charge   +1

=====

ii:
Here is an isolated ion of composition C4H11N2 and charge +1 from OMol25. Energies are from ωB97M-V/def2-TZVPD.

Each line ends with the Löwdin charge.
Atoms and positions in Å:
C: -0.310 1.689 0.425  0.040
C: 0.064 0.831 -0.527  -0.437
N: -0.564 0.858 -1.768  0.091
C: 1.065 -0.243 -0.175  -0.144
C: 0.505 -1.537 0.391  -0.108
N: -0.622 -1.219 1.371  0.199
H: -1.174 2.331 0.282  0.081
H: 0.268 1.818 1.327  0.070
H: -0.268 1.588 -2.403  0.110
H: -0.481 -0.008 -2.287  0.090
H: 1.644 -0.512 -1.054  0.129
H: 1.794 0.275 0.442  0.129
H: 1.362 -1.950 0.935  0.136
H: 0.113 -2.299 -0.265  0.132
H: -0.450 -0.291 1.769  0.139
H: -0.771 -1.931 2.085  0.174
H: -1.463 -1.140 0.800  0.171

Results
SMILES string   C=C(N)CC[NH3+]
HOMO energy   -12.80 eV
M   87.146 u
Lowest unoccupied orbital energy   -3.5 eV
Orbital gap   9.27 eV
Net charge   +1

=====

iii:
Here is an isolated ion of composition C4H11N2 and charge +1 from OMol25. Energies are from ωB97M-V/def2-TZVPD.

Each line ends with the Löwdin charge.
Atoms and positions in Å:
C: -1.697 -0.936 -0.181  -0.002
N: -0.548 -0.229 0.318  -0.107
C: -0.512 1.276 0.199  -0.098
C: 0.911 1.353 -0.257  -0.024
C: 0.853 -0.277 -0.389  -0.255
N: 1.876 -1.028 0.168  0.102
H: -1.402 -0.899 -1.310  0.148
H: -1.720 -1.940 0.236  0.107
H: -2.678 -0.514 0.010  0.109
H: -0.496 -0.404 1.361  0.210
H: -0.704 1.673 1.115  0.099
H: -1.241 1.782 -0.405  0.142
H: 1.095 2.051 -1.023  0.104
H: 1.697 1.730 0.362  0.114
H: 0.680 -0.680 -1.325  0.127
H: 2.095 -0.917 1.146  0.102
H: 1.791 -2.040 -0.024  0.122

Results
SMILES string   C[N@@H+]1CC[C@H]1N
HOMO energy   -14.81 eV
M   87.146 u
Lowest unoccupied orbital energy   -3.1 eV
Orbital gap   11.67 eV
Net charge   +1

=====

iv:
Here is an isolated ion of composition C4H11N2 and charge +1 from OMol25. Energies are from ωB97M-V/def2-TZVPD.

Each line ends with the Löwdin charge.
Atoms and positions in Å:
C: -2.099 -0.527 0.571  -0.091
C: -1.197 -0.302 -0.661  -0.180
C: 0.221 0.051 -0.271  -0.251
N: 0.826 -0.809 0.784  0.235
C: 0.973 1.006 -0.823  -0.130
N: 2.274 1.347 -0.564  0.092
H: -3.119 -0.649 0.229  0.084
H: -2.069 0.353 1.214  0.090
H: -1.888 -1.392 1.211  0.071
H: -1.183 -1.172 -1.309  0.118
H: -1.619 0.588 -1.120  0.122
H: 0.065 -1.188 1.352  0.140
H: 1.343 -1.615 0.430  0.179
H: 1.448 -0.245 1.388  0.178
H: 0.471 1.622 -1.551  0.138
H: 2.928 0.647 -0.257  0.095
H: 2.626 2.285 -0.623  0.110

Results
SMILES string   CC/C([NH3+])=C/N
HOMO energy   -13.05 eV
M   87.146 u
Lowest unoccupied orbital energy   -3.6 eV
Orbital gap   9.44 eV
Net charge   +1

=====

Stability, highest: iv

=====

i:
Here is C4H11N2 as an isolated structure from OMol25. Energies are from ωB97M-V/def2-TZVPD.

Each line ends with the Löwdin charge.
Atoms and positions in Å:
C: 0.781 -1.306 0.180  -0.016
C: 1.465 0.860 0.418  -0.115
C: -0.507 -0.093 -0.724  -0.215
C: -1.941 -0.387 -0.418  -0.069
N: 1.389 -0.380 1.037  -0.062
N: -0.004 1.147 -0.125  0.072
H: 0.257 -2.120 0.660  0.111
H: 1.404 -1.605 -0.649  0.101
H: 1.776 1.677 1.065  0.143
H: 2.081 0.816 -0.486  0.144
H: -0.234 -0.163 -1.771  0.132
H: -2.574 0.441 -0.737  0.088
H: -2.113 -0.567 0.642  0.089
H: -2.257 -1.267 -0.968  0.094
H: 1.059 -0.385 1.994  0.145
H: -0.605 1.408 0.667  0.178
H: 0.024 1.925 -0.786  0.181

Results
HOMO energy   -13.72 eV
M   87.146 u
Lowest unoccupied orbital energy   -3.2 eV
Orbital gap   10.47 eV
Net charge   +1

=====

ii:
Here is a 2-piece molecular cluster, C4H11N2 overall from OMol25. Energies are from ωB97M-V/def2-TZVPD.

Each line ends with the Löwdin charge.
Atoms and positions in Å:
C: -1.643 0.944 0.600  -0.060
C: -1.799 0.505 -0.601  -0.108
C: 0.424 -0.263 -1.035  -0.228
C: 1.032 -0.936 1.244  -0.029
N: 1.319 0.720 -0.980  0.204
N: 0.514 -1.195 -0.111  -0.005
H: -1.802 0.299 1.548  0.109
H: -1.586 2.045 0.840  0.094
H: -1.625 1.109 -1.440  0.068
H: -1.818 -0.525 -0.717  0.046
H: 0.060 -0.408 -2.014  0.151
H: 0.896 0.126 1.421  0.077
H: 0.532 -1.337 2.068  0.081
H: 2.130 -1.131 1.328  0.124
H: 1.698 0.779 -0.077  0.084
H: 1.381 1.491 -1.652  0.162
H: 0.288 -2.225 -0.422  0.231

Results
HOMO energy   -14.47 eV
M   87.146 u
Lowest unoccupied orbital energy   -4.0 eV
Orbital gap   10.50 eV
Net charge   +1

=====

Stability, highest: i

=====

i:
Here is an isolated ion of composition C4H11N2 and charge +1 from OMol25. Energies are from ωB97M-V/def2-TZVPD.

Each line ends with the Löwdin charge.
Atoms and positions in Å:
C: 0.757 1.561 -1.380  0.078
C: 0.654 0.847 -0.273  -0.435
N: 1.632 -0.102 0.159  0.060
C: -0.625 0.791 0.540  -0.124
C: -1.239 -0.596 0.821  -0.108
N: -0.672 -1.718 -0.023  0.190
H: 1.713 1.621 -1.905  0.078
H: 0.028 2.213 -1.830  0.073
H: 2.109 0.185 1.024  0.115
H: 2.391 -0.149 -0.514  0.096
H: -1.384 1.437 0.116  0.118
H: -0.342 1.244 1.502  0.131
H: -1.097 -0.852 1.863  0.126
H: -2.303 -0.578 0.623  0.126
H: -1.406 -2.144 -0.589  0.171
H: 0.014 -1.321 -0.678  0.135
H: -0.229 -2.438 0.543  0.169

Results
SMILES string   C=C(N)CC[NH3+]
HOMO energy   -13.18 eV
M   87.146 u
Lowest unoccupied orbital energy   -3.4 eV
Orbital gap   9.76 eV
Net charge   +1

=====

ii:
Here is a 2-piece molecular cluster, C4H11N2 overall from OMol25. Energies are from ωB97M-V/def2-TZVPD.

Each line ends with the Löwdin charge.
Atoms and positions in Å:
C: -2.426 0.550 -0.091  -0.046
C: -1.215 0.115 -0.804  -0.024
C: 0.000 0.616 -0.457  -0.097
C: 1.268 0.497 -1.017  -0.042
N: 2.341 0.812 -0.253  0.146
N: 0.780 -1.663 1.642  0.025
H: -3.029 1.193 -0.741  0.118
H: -2.991 -0.322 0.257  0.110
H: -1.405 -0.264 -1.806  0.139
H: 0.813 -1.692 0.630  -0.018
H: 0.055 1.037 0.540  0.128
H: 1.506 0.101 -2.002  0.151
H: 3.100 0.143 -0.361  0.132
H: 2.688 1.758 -0.150  0.148
H: -0.196 -1.427 1.810  0.008
H: -2.150 1.148 0.786  0.096
H: 0.860 -2.602 2.016  0.027

Results
HOMO energy   -13.75 eV
M   87.146 u
Lowest unoccupied orbital energy   -6.6 eV
Orbital gap   7.18 eV
Net charge   +1

=====

iii:
Here is an isolated ion of composition C4H11N2 and charge +1 from OMol25. Energies are from ωB97M-V/def2-TZVPD.

Each line ends with the Löwdin charge.
Atoms and positions in Å:
C: 0.649 -0.837 -0.234  -0.162
C: 1.408 -1.461 0.906  -0.063
C: 0.619 0.609 -0.996  -0.170
C: -1.589 1.761 -0.342  0.005
N: 1.018 -2.359 1.726  0.210
N: -0.790 0.985 -1.382  -0.070
H: 0.842 -1.558 -1.129  0.163
H: -0.416 -1.139 0.030  0.108
H: 2.510 -1.339 0.987  0.160
H: 1.069 0.377 -1.924  0.023
H: -2.403 1.216 0.086  0.089
H: -0.868 2.119 0.355  0.083
H: -2.017 2.592 -0.769  0.065
H: 1.703 -2.583 2.513  0.200
H: 0.089 -2.362 1.864  0.088
H: -0.674 1.535 -2.175  0.129
H: -1.387 0.187 -1.563  0.143

Results
HOMO energy   -10.81 eV
M   87.146 u
Lowest unoccupied orbital energy   -4.4 eV
Orbital gap   6.40 eV
Net charge   +1

=====

Stability, highest: i